(1)
The following is a quantum chemistry calculation of a molecular structure, C3H9BrCl5HfN3O26 in a non-equilibrium geometry, from OMol25.

Last column: Löwdin charge in e.
Cartesian coordinates (Å):
Hf -0.732 -0.113 -0.659  1.601
Cl 1.135 -2.295 -3.420  0.597
O 0.789 -1.409 -2.333  -0.462
O 1.841 -3.397 -2.905  -0.346
O -0.046 -2.608 -4.180  -0.329
O 2.081 -1.657 -4.230  -0.344
Cl -2.809 2.862 0.291  0.660
O -2.104 2.700 1.553  -0.399
O -4.192 3.224 0.485  -0.350
O -2.106 3.932 -0.400  -0.325
O -2.706 1.545 -0.247  -0.449
Cl 0.730 -3.169 1.762  0.606
O 1.457 -4.079 0.954  -0.319
O -0.456 -3.708 2.349  -0.358
O 1.657 -2.591 2.670  -0.353
O 0.230 -2.099 0.951  -0.468
Cl -2.199 1.274 -4.302  0.625
O -1.565 2.528 -4.533  -0.344
O -1.826 0.528 -5.420  -0.349
O -1.683 0.620 -3.124  -0.459
O -3.682 1.345 -4.210  -0.385
Cl 1.643 2.687 -1.875  0.591
O 1.187 3.993 -2.117  -0.315
O 2.709 2.755 -0.990  -0.333
O 0.520 1.992 -1.315  -0.449
O 2.042 2.017 -3.078  -0.326
Br -2.734 -2.065 -1.004  -0.132
C -3.350 -1.963 3.065  0.050
N -2.371 -0.866 2.879  -0.382
O -1.960 -0.284 3.876  0.038
O -2.066 -0.500 1.778  -0.040
H -3.953 -1.580 3.889  0.088
H -2.830 -2.902 3.258  0.094
H -4.049 -2.064 2.235  0.089
C 4.208 -0.504 -0.913  0.065
N 3.208 -0.375 0.208  -0.368
O 2.034 -0.123 -0.057  -0.032
O 3.647 -0.473 1.330  0.062
H 5.266 -0.531 -0.651  0.086
H 3.970 0.326 -1.579  0.089
H 3.995 -1.385 -1.519  0.098
C 0.719 0.960 3.648  0.045
N 0.815 1.501 2.265  -0.353
O 0.194 0.876 1.406  -0.102
O 1.356 2.562 2.101  0.121
H -0.047 1.472 4.229  0.094
H 1.656 1.115 4.183  0.095
H 0.374 -0.073 3.695  0.078

Atomic forces in eV per Å
-0.501 0.239 -1.146
-0.825 0.250 -1.301
-1.094 1.368 2.003
-0.266 -2.575 1.502
0.386 -0.447 0.701
1.258 2.137 -1.936
2.307 3.107 2.956
-0.647 0.577 0.920
0.138 -0.502 -0.342
-1.130 -1.474 -0.594
0.249 -2.492 -2.821
0.020 1.296 -1.418
-0.220 -1.290 -0.337
-0.003 -1.257 1.313
0.218 0.121 1.916
-0.520 1.886 -1.747
-1.582 0.693 -0.420
-0.473 1.670 1.371
-0.019 -2.672 -2.155
0.462 -0.352 1.940
2.011 0.334 0.223
-1.035 0.246 -2.991
-0.407 1.696 -0.732
2.702 -0.581 2.613
-1.998 -2.456 1.476
0.153 -0.099 -0.029
0.932 0.855 0.201
-0.910 0.189 0.325
0.485 1.223 -0.319
-0.415 -0.818 0.451
-0.263 -0.538 -0.633
0.234 -0.528 0.343
0.102 0.273 0.060
0.729 0.166 -0.460
-0.845 0.143 -1.367
-0.324 0.192 -0.493
2.081 -0.494 -0.079
0.079 0.000 0.525
-0.474 0.214 0.798
0.125 0.172 0.091
-0.427 -0.189 0.339
0.001 -0.443 1.119
-1.431 -0.177 -0.162
0.310 0.092 0.147
0.240 -0.310 -0.051
-0.087 0.577 -0.628
0.118 -0.078 -0.482
0.556 0.054 -0.693

## Properties
E_LUMO (spin up / spin down) = 6.00 / 6.00 eV
Electronic energy = -194879.220 eV
Gap between HOMO and LUMO (spin up / spin down) = 5.674 / 7.712 eV
Charge = -3
Multiplicity = 2



(2)
The following is a quantum chemistry calculation of 2 unconnected molecules or ions with the total composition C3H9Cl2NP in a non-equilibrium geometry, from OMol25.

Last column: Löwdin charge in e.
Cartesian coordinates (Å):
C 0.255 1.210 1.089  -0.038
C -1.789 1.068 -0.274  0.071
C 0.170 -1.370 -1.055  -0.332
N -0.916 0.532 0.480  -0.286
P -0.748 -1.394 0.486  0.621
Cl 3.447 -0.503 0.004  0.339
Cl -2.580 -1.859 -0.080  0.377
H -0.004 1.762 2.071  0.154
H 1.015 0.473 1.101  0.013
H 0.558 1.918 0.428  0.060
H 3.783 -0.297 1.243  -0.192
H -2.451 0.348 -0.675  0.011
H -1.767 2.105 -0.581  0.132
H 1.125 -0.889 -1.017  -0.034
H -0.328 -0.727 -1.746  0.036
H 0.231 -2.376 -1.474  0.068

Atomic forces in eV per Å
-2.304 -0.234 2.160
1.315 -0.051 0.565
-0.452 -0.085 -0.733
0.042 -0.432 -0.184
1.018 0.902 1.441
0.252 0.137 0.614
-0.845 -0.465 -0.442
0.439 -1.489 -1.389
0.871 -0.573 0.839
0.933 2.307 -1.979
-0.070 -0.112 -0.529
-1.150 -0.025 -0.699
-0.151 0.207 0.350
0.795 -0.241 0.686
-0.854 0.123 -0.819
0.161 0.031 0.120

## Properties
E_LUMO = -4.69 eV
Electronic energy = -39073.627 eV
Relative energy (zero: lowest compared OMol25 entry of this formula, charge and spin) = 116.5 kJ/mol
Gap between HOMO and LUMO = 9.588 eV
Charge = +1



Which of these has the lowest electronic energy? C3H9BrCl5HfN3O26